81
Properties=species:S:1:pos:R:3:lowdin_charge:R:1 method="wB97M-V/def2-TZVPD" lumo_ev=-5.1 homo_lumo_gap_ev=5.41 charge=+1
F -3.7263 -1.7013 2.4621 0.0267
F 2.3124 8.9247 4.9054 0.0645
F 0.0471 2.8063 -6.6765 0.0451
F 0.1127 -3.0278 -7.3444 0.0517
O -1.0444 -4.3980 3.5921 0.0108
O 1.6295 -1.2692 -1.3571 0.1279
O 0.9661 -3.2547 -0.5791 0.2027
O 2.0398 2.4982 2.7489 0.0885
O 2.9303 2.4350 4.7971 0.1994
N 1.1785 -0.7812 3.6048 0.2088
N 0.9057 -5.1903 5.3854 0.0247
C -0.8728 -2.0175 4.1219 -0.0478
C 2.7102 1.8948 3.7776 -0.5038
C 1.9415 8.6367 2.6047 -0.0120
C 0.1972 -3.8112 -6.2503 -0.2811
C -4.3826 0.3583 1.5208 -0.0253
C 1.8525 6.4040 1.7119 -0.0987
C 2.0721 5.8842 2.9806 -0.0856
C 1.2331 -1.5976 1.0142 -0.0541
C 0.7318 -3.2771 -5.0960 -0.0174
C 1.2257 -2.1170 -0.3884 -0.4693
C -0.1657 -5.9051 -5.1804 -0.0761
C -0.2546 -5.1128 -6.3160 -0.0097
C -5.6937 0.9735 3.8952 -0.0722
C 0.1914 -1.9957 1.8395 0.0959
C -0.0680 2.0566 -7.7955 -0.2891
C 3.2433 0.5083 3.4565 -0.0014
C -0.6834 -3.4837 4.5917 -0.3627
C -5.0547 1.5651 1.6538 -0.0760
C -0.0394 -0.0810 -8.8454 -0.0783
C -0.4471 1.9036 -10.1397 -0.0798
C -4.3855 -0.5182 2.5853 -0.2884
C 2.1614 8.0972 3.8565 -0.2865
C -0.3030 0.5244 -10.0663 -0.0888
C 0.0827 0.6890 -7.6986 -0.0201
C 0.8098 -4.0749 -3.9640 -0.0849
C 0.6861 -3.7486 5.2057 -0.2334
C 2.2455 -0.7760 1.4998 0.0962
C 2.2035 -0.3702 2.8219 -0.1708
C 2.2317 6.7345 4.0653 -0.0121
C 0.3628 -5.3885 -4.0046 -0.0908
C 1.7889 7.7786 1.5261 -0.0814
C 0.1803 -1.5835 3.1664 -0.1599
C -5.0293 -0.2384 3.7719 -0.0198
C -5.7079 1.8740 2.8388 -0.0830
C -0.3320 2.6817 -8.9966 -0.0187
H -0.5872 -2.6248 1.4484 0.1479
H 0.4265 -6.0100 -3.1215 0.1015
H 0.0704 -1.1527 -8.7815 0.0866
H -0.3965 -0.0773 -10.9600 0.1029
H -0.6498 2.3774 -11.0903 0.1061
H 0.2932 0.2374 -6.7381 0.1067
H 3.0524 -0.4572 0.8651 0.1477
H 2.1186 4.8158 3.1275 0.0696
H -5.0731 2.2615 0.8270 0.1092
H -3.8708 0.0950 0.6043 0.1139
H -6.2050 1.2118 4.8175 0.1104
H -6.2326 2.8139 2.9378 0.1077
H -5.0160 -0.9603 4.5780 0.1186
H 1.1384 2.1517 2.7181 0.1278
H 1.8919 9.7103 2.4839 0.1204
H 0.6990 -3.2775 6.1840 0.1242
H 2.4104 6.3522 5.0615 0.1179
H -0.4453 3.7569 -9.0305 0.1175
H 1.7326 5.7393 0.8661 0.0968
H 1.5026 -3.2939 4.6266 0.1051
H -0.3431 -4.4967 2.9397 0.0940
H -1.4150 -3.6185 5.3806 0.1560
H 1.1492 -5.5900 4.4860 0.0720
H 4.0982 0.5697 2.7958 0.1457
H 3.5817 0.0234 4.3659 0.1428
H -0.6686 -5.4929 -7.2400 0.1210
H 1.0813 -2.2527 -5.0912 0.1110
H 0.9127 -0.6711 -1.6118 0.1477
H 1.2184 -3.6685 -3.0514 0.0744
H 1.7519 -5.2955 5.9359 0.0782
H 1.6218 8.1856 0.5383 0.1061
H -0.5110 -6.9291 -5.2152 0.1074
H -0.9531 -1.3538 4.9790 0.1377
H 1.1471 -0.4986 4.5770 0.1931
H -1.8082 -1.9631 3.5844 0.1102